Molecular formula: C32H88CrN8O12S
Method: DFT, ωB97M-V/def2-TZVPD

Cartesian coordinates (Å):
Cr 2.05574 0.43214 -1.21798
S -0.47669 -0.19756 -0.43221
O -1.05040 0.49749 0.72375
O -1.37773 -0.90844 -1.21554
O 0.09365 0.88214 -1.28721
O 0.80499 -0.86295 -0.11187
C -4.57459 1.67812 1.86242
C -4.46465 0.36728 1.13856
C -4.32790 0.56246 -0.37326
O -5.51769 1.21255 -0.91531
C -5.81433 0.82210 -2.27120
N -3.35443 -0.39823 1.64050
H -5.11757 1.59635 2.80401
H -5.29833 2.29562 1.33045
H -3.58933 2.13850 1.93592
H -5.19210 -0.39493 1.41775
H -4.37656 -0.44998 -0.77413
H -3.32652 0.88641 -0.65676
H -4.96897 1.09780 -2.90165
H -6.69732 1.28334 -2.71356
H -5.97925 -0.23788 -2.46445
H -3.32052 -1.23385 1.07422
H -2.47684 0.04889 1.41684
C 0.92747 3.14051 3.76016
C 0.69296 1.63103 3.74589
C -0.81045 1.38299 4.11478
O -1.35507 1.64651 5.38872
C -0.62677 1.15551 6.51758
N 0.90587 1.13703 2.43666
H 1.89891 3.28328 3.28684
H 0.80468 3.74090 4.66158
H 0.29354 3.60152 3.00273
H 1.27820 1.12445 4.51334
H -1.03721 0.32985 3.94864
H -1.45896 1.97044 3.46484
H -1.36179 0.96826 7.30038
H 0.21242 1.82671 6.70019
H -0.28944 0.15729 6.23854
H 0.01918 1.11430 1.95357
H 1.43291 0.27547 2.44175
C 2.22483 4.46775 0.18478
C 2.05554 3.16908 -0.54939
C 2.83803 3.31217 -1.83734
O 2.87980 2.11238 -2.58338
C 3.82777 2.25342 -3.67085
N 2.57146 1.97200 0.26034
H 1.80012 5.38683 -0.21897
H 3.26258 4.75837 0.34817
H 1.67508 4.34048 1.11735
H 0.99843 3.13390 -0.81281
H 3.84053 3.63719 -1.55903
H 2.40984 4.14811 -2.39049
H 3.59901 3.05558 -4.37249
H 3.69747 1.34385 -4.25719
H 4.86966 2.22571 -3.35180
H 2.06554 2.07813 1.12803
H 3.48253 2.27886 0.57000
C -3.34272 4.87300 0.16735
C -2.21418 3.92779 -0.33841
C -1.26508 4.47052 -1.40908
O -1.94612 4.84198 -2.59551
C -2.60585 3.78616 -3.38916
N -1.46667 3.40190 0.78077
H -4.17989 4.36333 0.64429
H -3.68381 5.34474 -0.75418
H -2.85805 5.58746 0.83272
H -2.62545 3.04727 -0.83202
H -0.50638 3.70524 -1.57286
H -0.74887 5.35255 -1.03003
H -3.02061 4.25645 -4.28073
H -3.37962 3.25132 -2.83843
H -1.86713 3.02580 -3.64262
H -2.08079 2.91849 1.42052
H -0.88743 2.61058 0.53912
C 3.82802 -2.58039 2.91825
C 4.17873 -1.89407 1.60369
C 5.64565 -2.10579 1.18288
O 6.33157 -0.97157 0.78060
C 7.70932 -1.05542 0.64943
N 3.22599 -2.41091 0.54977
H 2.75370 -2.41761 3.00455
H 4.38330 -2.25163 3.79671
H 3.81442 -3.67031 2.91911
H 4.07288 -0.81706 1.73383
H 5.70794 -2.84779 0.38685
H 6.20969 -2.66011 1.93300
H 8.04579 -1.43902 1.61263
H 8.19675 -0.08347 0.72559
H 8.11400 -1.60387 -0.20117
H 3.19152 -3.41607 0.45719
H 2.32489 -2.18994 0.94889
C 5.36533 -1.95358 -2.71928
C 4.22310 -0.98960 -2.70514
C 2.89568 -1.58568 -3.11881
O 2.04184 -0.50629 -3.19054
C 0.98478 -0.62467 -4.17108
N 3.96556 -0.46842 -1.35495
H 6.31699 -1.43044 -2.62567
H 5.46319 -2.52210 -3.64412
H 5.40616 -2.78164 -2.01163
H 4.62432 -0.26058 -3.40917
H 2.54379 -2.47329 -2.59307
H 2.97551 -2.03672 -4.10789
H 1.05264 0.25829 -4.80658
H -0.03127 -0.66350 -3.77834
H 0.98497 -1.46239 -4.86845
H 4.84515 -0.30947 -0.88469
H 3.80630 -1.26016 -0.74841
C -2.68917 -1.06770 -4.22914
C -2.91067 -2.46039 -3.53230
C -3.34079 -3.68534 -4.40544
O -4.69693 -3.84019 -4.80655
C -5.63174 -4.15992 -3.80176
N -1.55560 -2.73837 -3.07406
H -2.00183 -1.02590 -5.07408
H -2.25424 -0.31377 -3.57300
H -3.64959 -0.65552 -4.53865
H -3.51457 -2.42266 -2.62567
H -2.99752 -4.62271 -3.96771
H -2.83913 -3.58284 -5.36768
H -6.59439 -3.92061 -4.25356
H -5.59483 -3.50123 -2.93409
H -5.56979 -5.23528 -3.63487
H -1.66597 -3.63923 -2.63090
H -1.57579 -2.01735 -2.36709
C -1.88141 -3.11452 1.89355
C -0.70891 -2.62549 2.81137
C -0.60058 -3.37384 4.13498
O -1.85059 -3.48229 4.82282
C -1.82703 -4.35607 5.84837
N 0.43682 -2.65601 1.90888
H -2.04162 -2.41579 1.07244
H -2.83590 -3.33103 2.37332
H -1.54347 -4.06987 1.49205
H -0.98442 -1.58348 2.97386
H 0.03904 -2.83991 4.83776
H -0.14087 -4.35180 3.99225
H -2.71000 -4.33015 6.48697
H -1.03270 -4.22575 6.58334
H -1.64701 -5.36989 5.49079
H 0.41022 -3.55469 1.44868
H 0.20410 -1.98696 1.18896

Output
Multiplicity: 5
Energy above the lowest of the compared OMol25 structures with the same formula, charge and spin: 3.1973 eV
Highest occupied orbital energy (alpha / beta): -7.105 / -8.072 eV
HOMO-LUMO gap (alpha / beta): 7.04 / 8.00 eV
Net charge: 0